# C21H45BFN4O4S

3 unconnected molecules or ions with the total composition C21H45BFN4O4S at a distorted geometry (ωB97M-V with the def2-TZVPD basis set, the OMol25 dataset).

```
77
C21H45BFN4O4S ωB97M-V with the def2-TZVPD basis set
C -2.949 0.764 9.033
C -2.942 -0.830 9.415
S -2.605 -1.991 7.984
C -4.092 -2.041 6.786
C -3.432 -2.524 5.328
C -3.017 -4.141 5.267
C -2.314 -4.681 3.882
C -2.080 -3.575 2.660
C -1.340 -4.126 1.304
C 0.290 -4.315 1.627
O 0.700 -5.712 1.273
C 1.186 -3.321 0.648
N 1.738 -2.150 1.447
C -2.580 -2.011 2.834
B -2.436 -0.857 1.667
O -1.521 0.293 1.950
C -3.239 -0.824 0.229
C -2.125 -0.633 -0.959
N -3.223 -1.581 4.159
F -3.625 -0.289 4.326
H -2.218 1.314 9.795
H -2.611 1.019 7.942
H -4.036 1.178 9.300
H -3.916 -1.213 9.952
H -2.045 -0.983 10.186
H -4.650 -1.012 6.713
H -4.872 -2.862 7.082
H -3.237 -4.843 6.207
H -1.991 -5.813 3.798
H -1.734 -5.232 1.119
H -1.493 -3.454 0.352
H 0.548 -4.177 2.763
H 0.717 -5.718 0.267
H 0.567 -2.993 -0.292
H 2.098 -3.951 0.260
H 1.758 -1.295 0.843
H 1.074 -1.956 2.232
H -1.561 0.382 2.953
H -3.967 0.121 0.225
H -3.959 -1.761 0.061
H -1.282 0.156 -0.663
H -1.572 -1.678 -1.129
H -2.627 -0.221 -1.938
C 1.276 -0.292 -2.709
C 2.013 0.710 -1.824
C 3.061 1.566 -2.577
O 4.263 0.870 -2.920
C 4.143 0.005 -4.039
N 2.620 -0.007 -0.694
H 1.867 -1.187 -2.922
H 0.363 -0.636 -2.211
H 0.985 0.161 -3.661
H 1.259 1.401 -1.426
H 3.371 2.381 -1.913
H 2.626 2.040 -3.468
H 3.479 0.414 -4.806
H 3.800 -0.978 -3.714
H 5.136 -0.129 -4.474
H 3.010 0.677 -0.043
H 3.444 -0.499 -1.050
C 2.409 6.394 -6.565
C 1.136 5.565 -6.414
C 1.204 4.505 -5.288
O 2.003 3.359 -5.596
C 3.404 3.575 -5.498
N 0.809 4.952 -7.709
H 3.202 5.865 -7.101
H 2.202 7.303 -7.141
H 2.799 6.700 -5.590
H 0.329 6.262 -6.152
H 0.190 4.121 -5.124
H 1.525 4.950 -4.336
H 3.659 4.248 -4.674
H 3.787 3.959 -6.444
H 3.885 2.611 -5.322
H -0.103 4.496 -7.635
H 1.457 4.172 -7.850
```

Summary:
* total charge: +1
* strongest force on any atom: 6.31 eV/Å
* gap between HOMO and LUMO: 0.204 hartree
* LUMO: -5.000 eV

Partial charges, Löwdin, in e: -0.18, -0.54, 0.76, -0.41, -0.07, 0.05, 0.08, -0.03, -0.09, -0.28, -0.12, -0.21, -0.02, 0.11, -0.32, 0.04, -0.17, -0.14, -0.01, 0.06, 0.09, 0.07, 0.09, 0.09, 0.10, 0.10, 0.10, 0.14, 0.13, 0.14, 0.11, 0.16, 0.11, 0.11, 0.13, 0.03, 0.05, 0.11, 0.13, 0.12, 0.09, 0.07, 0.10, -0.06, -0.41, -0.19, -0.19, -0.10, 0.03, 0.07, 0.04, 0.09, 0.13, 0.13, 0.10, 0.09, 0.07, 0.09, 0.09, 0.09, -0.08, -0.43, -0.20, -0.21, -0.10, 0.04, 0.06, 0.08, 0.08, 0.14, 0.12, 0.12, 0.10, 0.08, 0.07, 0.07, 0.07

# C5H15NOP2

2 unconnected molecules or ions with the total composition C5H15NOP2 at a distorted geometry (ωB97M-V with the def2-TZVPD basis set, the OMol25 dataset).

```
24
C5H15NOP2 ωB97M-V with the def2-TZVPD basis set
C 1.718 -1.514 0.502
C -1.025 -1.691 0.572
C 0.457 -2.681 -1.864
C 1.036 2.949 0.630
C -1.895 2.485 -0.128
N -0.033 -0.020 -1.576
O -0.611 1.266 1.872
P 0.247 -1.279 -0.679
P -0.374 1.757 0.500
H 1.515 -1.082 1.451
H 1.838 -2.638 0.652
H 2.652 -0.948 0.147
H -1.030 -0.922 1.344
H -2.071 -1.621 0.181
H -1.114 -2.715 0.937
H 1.612 -2.747 -2.132
H 0.228 -3.555 -1.225
H -0.195 -2.233 -2.583
H 1.868 2.323 0.726
H 1.144 3.529 -0.312
H 0.839 3.528 1.550
H -2.337 3.270 0.619
H -1.901 2.899 -1.074
H -2.566 1.639 -0.112
```

Summary:
* total charge: 0
* strongest force on any atom: 3.63 eV/Å
* gap between HOMO and LUMO (spin up / spin down): 0.297 / 0.286 hartree
* relative energy (zero: lowest compared OMol25 entry of this formula, charge and spin): 81.5 kcal per mole
* LUMO (spin up / spin down): -0.558 / -0.409 eV

Partial charges, Löwdin, in e: -0.22, -0.24, -0.21, -0.19, -0.22, -0.28, -0.40, 0.45, 0.70, 0.00, 0.06, 0.06, 0.00, 0.06, 0.04, 0.09, 0.04, 0.01, 0.00, 0.06, 0.06, 0.10, 0.01, 0.03

# C6H5FOS

2 unconnected molecules or ions with the total composition C6H5FOS at a distorted geometry (ωB97M-V with the def2-TZVPD basis set, the OMol25 dataset).

```
14
C6H5FOS ωB97M-V with the def2-TZVPD basis set
C -0.848 -0.648 1.866
C -1.486 0.147 0.961
C 0.438 -1.181 1.553
C -0.781 0.537 -0.170
C 1.123 -0.747 0.415
C 0.483 0.180 -0.380
O 1.950 2.657 -2.760
F 0.085 0.880 -3.685
S 1.601 1.280 -2.924
H -1.298 -1.058 2.846
H -2.546 0.255 0.932
H 0.693 -2.166 2.028
H -1.457 1.103 -0.879
H 2.043 -1.239 0.198
```

Summary:
* total charge: 0
* strongest force on any atom: 3.96 eV/Å
* gap between HOMO and LUMO (spin up / spin down): 0.324 / 0.300 hartree
* relative energy (zero: lowest compared OMol25 entry of this formula, charge and spin): 59.9 kcal per mole
* LUMO (spin up / spin down): -0.555 / -1.165 eV

Partial charges, Löwdin, in e: -0.10, -0.11, -0.09, -0.15, -0.11, -0.04, -0.50, -0.46, 0.99, 0.13, 0.10, 0.12, 0.13, 0.09

# C15H18F4N2OS

A molecular structure, C15H18F4N2OS (ωB97M-V with the def2-TZVPD basis set, the OMol25 dataset).

```
41
C15H18F4N2OS ωB97M-V with the def2-TZVPD basis set
C 1.478 0.790 4.411
C 0.708 0.184 3.266
O -0.228 1.161 2.745
C -0.107 1.370 1.392
C -0.734 0.604 0.451
C -1.592 -0.564 0.860
C -0.946 -1.928 0.579
C -0.787 -2.327 -0.894
C -0.521 -3.836 -0.926
C -2.042 -2.082 -1.731
C -0.540 0.923 -0.929
C 0.244 1.956 -1.343
C 0.406 2.154 -2.836
F -0.787 2.008 -3.462
F 0.897 3.364 -3.132
C 1.353 1.081 -3.430
F 2.413 0.908 -2.598
F 1.815 1.440 -4.626
C 0.904 2.778 -0.386
N 1.723 3.807 -0.575
S 2.182 4.311 0.875
N 1.392 3.273 1.810
C 0.714 2.470 0.999
H 2.279 0.114 4.701
H 0.807 0.941 5.250
H 1.927 1.732 4.124
H 0.155 -0.700 3.576
H 1.380 -0.120 2.467
H -2.594 -0.488 0.448
H -1.718 -0.482 1.935
H 0.026 -1.939 1.067
H -1.581 -2.681 1.046
H 0.081 -1.852 -1.349
H -0.324 -4.192 -1.935
H -1.406 -4.364 -0.576
H 0.298 -4.125 -0.270
H -2.468 -1.095 -1.595
H -1.787 -2.220 -2.779
H -2.802 -2.823 -1.496
H -1.040 0.323 -1.668
H 0.824 0.127 -3.466
```

Summary:
* total charge: 0
* strongest force on any atom: 0.97 eV/Å
* gap between HOMO and LUMO: 0.306 hartree
* LUMO: -0.686 eV

Partial charges, Löwdin, in e: -0.06, -0.23, -0.06, -0.19, -0.11, -0.12, -0.16, -0.43, -0.09, -0.08, 0.06, -0.06, -0.45, 0.11, 0.13, -0.31, 0.08, 0.12, -0.29, -0.22, 1.04, -0.21, -0.27, 0.08, 0.08, 0.07, 0.12, 0.12, 0.12, 0.11, 0.11, 0.12, 0.12, 0.08, 0.08, 0.08, 0.06, 0.08, 0.08, 0.10, 0.16

# C14H19ClN4O2

C14H19ClN4O2 in the gas phase at a distorted geometry (ωB97M-V with the def2-TZVPD basis set, the OMol25 dataset).

```
40
C14H19ClN4O2 ωB97M-V with the def2-TZVPD basis set
N 1.618 1.673 2.188
C 2.232 0.567 1.686
O 3.436 0.749 1.459
C 1.543 -0.841 1.538
C 2.380 -1.839 0.677
C 2.763 -1.386 -0.757
C 1.623 -1.384 -1.768
N 0.659 -0.286 -1.559
C 0.869 0.877 -2.067
N 2.001 1.078 -2.829
C -0.166 1.939 -1.892
Cl 0.633 3.561 -1.592
N 0.136 -0.846 1.081
C -0.924 -0.425 1.805
O -0.752 -0.047 2.947
C -2.278 -0.326 1.212
C -3.337 0.340 1.926
C -4.571 0.557 1.306
C -4.833 0.133 -0.027
C -3.783 -0.487 -0.775
C -2.525 -0.739 -0.147
H 2.272 2.382 2.472
H 0.790 1.519 2.811
H 1.586 -1.275 2.563
H 1.855 -2.792 0.649
H 3.331 -1.970 1.218
H 3.162 -0.372 -0.729
H 3.561 -2.042 -1.135
H 2.032 -1.393 -2.796
H 1.072 -2.314 -1.667
H 2.259 2.061 -3.016
H 2.805 0.433 -2.671
H -0.759 1.993 -2.819
H -0.824 1.716 -1.069
H 0.009 -0.922 0.092
H -3.116 0.680 2.910
H -5.418 0.955 1.888
H -5.776 0.301 -0.557
H -3.876 -0.681 -1.817
H -1.690 -1.145 -0.740
```

Summary:
* total charge: 0
* strongest force on any atom: 3.18 eV/Å
* gap between HOMO and LUMO: 0.352 hartree
* SMILES: NC(=O)[C@H](CCC/N=C(\N)CCl)NC(=O)c1ccccc1
* relative energy (zero: lowest compared OMol25 entry of this formula, charge and spin): 0.0 kcal per mole
* LUMO: 0.489 eV

Partial charges, Löwdin, in e: 0.16, -0.44, 0.01, -0.17, -0.13, -0.19, -0.23, 0.03, -0.49, 0.12, -0.44, 0.54, 0.11, -0.47, 0.04, -0.11, -0.01, -0.08, -0.07, -0.07, -0.02, 0.10, 0.11, 0.16, 0.11, 0.12, 0.09, 0.12, 0.11, 0.11, 0.08, 0.10, 0.09, 0.06, 0.05, 0.10, 0.10, 0.10, 0.08, 0.09

# C43H62AlBBrN8O4

A molecular structure, C43H62AlBBrN8O4 at a distorted geometry (ωB97M-V with the def2-TZVPD basis set, the OMol25 dataset).

```
120
C43H62AlBBrN8O4 ωB97M-V with the def2-TZVPD basis set
Al 0.357 -0.368 -0.526
C -3.514 2.269 2.284
C -2.154 2.134 1.683
C -1.070 2.932 1.926
C -0.035 2.445 1.132
N -0.455 1.351 0.442
N -1.801 1.207 0.779
B -2.918 0.399 0.054
N -2.802 0.608 -1.476
N -1.631 0.843 -2.121
C -1.945 1.213 -3.360
C -3.340 1.207 -3.522
C -3.846 0.812 -2.306
C -5.276 0.579 -1.953
C -0.933 1.564 -4.424
C -0.474 0.267 -5.108
C -1.565 2.486 -5.471
C 0.263 2.286 -3.797
N -2.975 -1.041 0.580
N -1.890 -1.840 0.662
C -2.304 -3.001 1.169
C -3.682 -2.932 1.437
C -4.073 -1.668 1.060
C -5.436 -1.071 1.224
C -1.405 -4.186 1.433
C -0.254 -3.744 2.344
C -2.186 -5.307 2.120
C -0.861 -4.727 0.103
C 1.242 3.254 1.016
C 0.861 4.602 0.381
C 1.833 3.517 2.406
C 2.270 2.583 0.137
H -3.466 2.984 3.104
H -4.235 2.630 1.550
H -3.871 1.313 2.668
H -1.040 3.779 2.591
H -3.958 0.889 0.375
H -3.919 1.461 -4.396
H -5.907 0.871 -2.791
H -5.438 -0.482 -1.753
H -5.575 1.149 -1.071
H -1.302 -0.187 -5.658
H 0.340 0.468 -5.811
H -0.135 -0.457 -4.370
H -2.385 1.994 -5.999
H -1.945 3.398 -5.005
H -0.810 2.767 -6.211
H 0.684 1.672 -3.005
H 1.029 2.476 -4.554
H -0.052 3.241 -3.366
H -4.311 -3.694 1.868
H -6.068 -1.800 1.730
H -5.401 -0.161 1.826
H -5.900 -0.823 0.272
H -0.637 -3.441 3.323
H 0.458 -4.563 2.488
H 0.256 -2.889 1.901
H -2.554 -5.000 3.103
H -3.033 -5.632 1.510
H -1.521 -6.163 2.259
H -0.319 -3.956 -0.439
H -0.191 -5.573 0.285
H -1.683 -5.066 -0.532
H 0.169 5.159 1.017
H 1.762 5.205 0.237
H 0.386 4.449 -0.591
H 1.137 4.072 3.040
H 2.059 2.578 2.901
H 2.753 4.101 2.311
H 1.939 2.641 -0.898
H 3.237 3.083 0.235
H 2.377 1.539 0.405
C 2.924 0.550 5.569
C 1.825 0.196 4.599
C 0.502 0.171 5.010
C -0.493 -0.161 4.088
C -1.942 -0.196 4.509
C -0.143 -0.485 2.794
C 1.189 -0.498 2.334
C 2.150 -0.110 3.281
N 1.488 -0.908 1.032
C 2.759 -1.692 0.864
C 3.171 -2.509 2.117
C 2.531 -2.751 -0.230
C 3.979 -0.832 0.477
H 2.511 0.927 6.505
H 3.587 1.313 5.152
H 3.538 -0.325 5.800
H 0.240 0.400 6.039
H -2.083 -0.859 5.366
H -2.576 -0.555 3.695
H -2.282 0.801 4.802
H -0.910 -0.784 2.100
H 3.194 -0.034 3.006
H 2.306 -2.824 2.702
H 3.849 -1.971 2.777
H 3.700 -3.403 1.777
H 2.047 -3.631 0.196
H 3.482 -3.061 -0.670
H 1.902 -2.386 -1.033
H 4.154 -0.041 1.207
H 3.848 -0.371 -0.500
H 4.871 -1.465 0.437
O -2.119 -2.012 -2.472
N -0.964 -2.307 -2.486
O -0.200 -1.582 -1.715
Br 5.750 -0.227 -6.762
C 4.964 0.530 -5.198
C 5.432 1.753 -4.747
C 4.890 2.276 -3.583
C 3.898 1.590 -2.895
C 3.414 0.384 -3.379
C 3.961 -0.154 -4.542
C 2.326 -0.435 -2.694
O 2.104 -1.537 -3.154
O 1.735 0.130 -1.668
H 6.213 2.274 -5.285
H 5.248 3.228 -3.210
H 3.512 1.982 -1.972
H 3.589 -1.104 -4.899
```

Summary:
* total charge: -1
* strongest force on any atom: 1.09 eV/Å
* gap between HOMO and LUMO: 0.263 hartree
* relative energy (zero: lowest compared OMol25 entry of this formula, charge and spin): 16.0 kcal per mole
* LUMO: 2.399 eV

Atomic partial charges in e from the Löwdin method, atoms 1 to 99: 0.33, -0.02, -0.26, 0.02, -0.19, 0.15, 0.07, -0.51, 0.03, 0.13, -0.25, 0.02, -0.28, -0.03, -0.54, -0.02, -0.07, -0.04, 0.04, 0.12, -0.24, 0.02, -0.27, -0.02, -0.53, -0.04, -0.07, -0.04, -0.53, -0.04, -0.03, -0.05, 0.08, 0.08, 0.06, 0.12, 0.10, 0.10, 0.08, 0.08, 0.07, 0.09, 0.08, 0.07, 0.07, 0.09, 0.08, 0.05, 0.09, 0.09, 0.10, 0.08, 0.07, 0.05, 0.09, 0.09, 0.05, 0.08, 0.08, 0.08, 0.06, 0.08, 0.09, 0.08, 0.09, 0.09, 0.08, 0.07, 0.09, 0.07, 0.10, 0.06, -0.06, -0.29, -0.04, -0.26, -0.04, -0.03, -0.28, -0.04, 0.03, -0.55, -0.05, -0.04, -0.04, 0.07, 0.07, 0.08, 0.11, 0.08, 0.07, 0.07, 0.07, 0.09, 0.07, 0.07, 0.08, 0.07, 0.09